1.
C34H57HgN3O2SeSi | ωB97M-V/def2-TZVPD

Properties
**DFT total energy**: -4488.41261 Ha

```
99
Properties=species:S:1:pos:R:3:mulliken_charge:R:1
O 0.4126 -2.7462 -2.7954 -0.34
O -1.0352 -2.0084 -4.5251 0.12
C 1.7290 -2.7411 -3.4670 -0.14
C 2.7467 -3.3912 -2.5538 -1.51
H 1.9443 -1.6668 -3.6444 0.19
H 1.5907 -3.3066 -4.4081 0.39
H 2.8499 -2.8403 -1.6072 0.31
H 3.6948 -3.3528 -3.0935 0.43
H 2.4928 -4.4422 -2.3560 0.37
C -0.2578 -4.0740 -2.6712 -0.40
C -0.2120 -4.9244 -3.9286 -1.09
H -1.2979 -3.8339 -2.3738 0.40
H 0.2822 -4.5391 -1.8327 0.57
H -0.6192 -4.4351 -4.8301 0.02
H -0.8391 -5.7914 -3.7203 0.46
H 0.8011 -5.3012 -4.1137 0.34
C -2.5223 -1.8808 -4.2017 -0.10
C -0.4547 -1.3754 -5.7705 0.08
C -3.2357 -3.1112 -4.7116 -1.17
H -2.8503 -0.9344 -4.6631 0.38
H -2.5132 -1.8233 -3.1033 0.17
H -3.1331 -3.2173 -5.8030 0.26
H -4.2953 -2.9776 -4.4618 0.46
H -2.8690 -4.0185 -4.2049 0.22
C -0.9116 -2.1642 -6.9798 -1.30
H 0.6267 -1.4639 -5.5993 0.24
H -0.7709 -0.3163 -5.7670 0.16
H -0.7193 -3.2465 -6.8675 0.25
H -0.3220 -1.8006 -7.8314 0.42
H -1.9780 -1.9853 -7.1811 0.34
H -0.3795 -2.1214 -3.6338 0.37
N 1.7620 1.1693 0.9545 1.30
C 1.5100 2.3767 1.3493 0.32
C 0.2987 3.1413 1.0965 -1.86
C -1.0325 2.8023 0.7435 0.74
C 2.6958 3.0699 1.9751 -1.64
H 3.4614 3.1562 1.1833 0.21
H 3.0609 2.4334 2.7974 0.28
H 2.3209 4.0343 2.3170 0.57
C -2.0548 3.8997 0.5190 -1.88
H -2.8422 3.7531 1.2721 0.47
H -2.4840 3.7806 -0.4873 0.16
H -1.5476 4.8570 0.6421 0.51
N -1.5333 1.5956 0.5807 1.53
C 2.8612 0.3490 1.2676 -0.55
C 3.8458 0.2058 0.2644 1.20
C 3.7513 0.9383 -1.0364 -0.97
C 4.9895 -0.4904 0.5977 -0.88
H 5.7646 -0.4989 -0.1426 0.51
C 5.1651 -1.1171 1.8277 -1.07
H 6.0410 -1.6401 2.0734 0.47
C 4.1773 -1.0650 2.7940 -0.57
H 4.2341 -1.4936 3.8038 0.43
C 3.0460 -0.3335 2.5276 1.11
C 2.0880 -0.1900 3.6723 -2.12
C -2.7805 1.1098 1.0100 -0.28
C -3.7883 0.8318 0.0502 0.49
C -3.6460 1.1855 -1.4012 -0.68
C -5.0107 0.3830 0.5380 -1.06
H -5.8168 0.2666 -0.1569 0.49
C -5.2028 0.0939 1.8916 -0.99
H -6.1350 -0.2554 2.2728 0.40
C -4.1874 0.2470 2.8096 -0.99
H -4.2531 0.0880 3.8847 0.40
C -3.0065 0.8606 2.4087 1.53
C -1.9723 1.2143 3.4068 -1.20
Hg -0.0788 -0.3246 0.0059 1.45
H 3.7445 0.2084 -1.8475 0.37
H 4.6557 1.5422 -1.1545 0.47
H 2.8722 1.5875 -1.1251 -0.55
H 1.8509 0.8707 3.6226 0.46
H 2.5624 -0.3061 4.6825 0.49
H 1.5402 -1.1078 3.5448 0.63
H -4.2747 0.5063 -1.9819 0.44
H -2.6138 1.1167 -1.7572 -0.58
H -4.0164 2.1995 -1.6058 0.34
H -1.0025 0.8023 2.6762 0.14
H -2.2037 0.5946 4.3521 0.45
H -1.6491 2.2668 3.5308 0.19
H 0.4639 4.2120 1.2388 0.19
C 0.2925 0.5511 -2.0172 -0.43
Si 0.4141 2.2582 -2.9297 -0.12
H 1.2086 0.0101 -1.8757 -0.02
H -0.5790 -0.0820 -2.1270 0.36
C 1.7031 2.0352 -4.2769 -0.96
C 1.0112 3.7294 -1.9160 -1.00
C -1.2815 2.7164 -3.5979 -0.86
H -1.7808 1.8502 -4.0446 0.07
H -1.1154 3.4729 -4.3715 0.46
H -1.9159 3.1511 -2.8163 0.19
H 2.5953 1.5480 -3.8658 0.22
H 1.9606 3.0418 -4.6288 0.37
H 1.2845 1.4278 -5.0871 0.20
H 1.8397 3.4884 -1.2457 0.16
H 0.2004 4.1589 -1.3190 0.18
H 1.3609 4.4699 -2.6440 0.60
Se -0.3681 -0.0264 5.2782 -0.31
C -0.1228 -0.4496 3.4367 -0.19
N -0.2925 -0.4478 2.2286 -0.72
```

2.
C34H57MnN3O2Si | ωB97M-V/def2-TZVPD

Properties
**DFT total energy**: -3084.94819 Ha
**Spin multiplicity**: 6

```
98
Properties=species:S:1:pos:R:3:mulliken_charge:R:1
O 1.5974 1.5982 0.4515 -0.09
O -1.5769 3.0307 -5.3315 -0.42
C 0.8948 2.7692 1.0239 0.73
C 1.9237 3.7888 1.4431 -1.54
H 0.2330 2.4734 1.8722 -0.76
H 0.2551 3.1475 0.1963 0.26
H 2.4914 3.4944 2.3428 0.28
H 1.4244 4.7226 1.6906 0.43
H 2.5619 4.1189 0.6210 0.43
C 2.1179 1.9184 -0.8755 -0.40
C 1.6074 3.1255 -1.6427 -1.36
H 1.9967 1.0019 -1.4833 0.36
H 3.1929 2.0576 -0.6896 0.37
H 0.5800 2.9290 -1.9017 0.30
H 2.1902 3.2089 -2.5647 0.35
H 1.6731 4.1149 -1.1691 0.35
C -0.9040 1.8083 -5.0285 0.37
C -2.7264 3.1105 -4.4542 0.55
C 0.5691 1.8098 -5.3824 -0.99
H -1.4338 0.9867 -5.5419 0.29
H -0.9564 1.6387 -3.9265 -0.33
H 0.7807 2.2355 -6.3660 0.35
H 0.8885 0.7637 -5.3624 0.33
H 1.1529 2.3450 -4.6182 0.05
C -3.3073 4.5010 -4.4083 -1.36
H -2.4020 2.8541 -3.4176 -0.17
H -3.4875 2.3747 -4.7876 0.27
H -2.5617 5.2205 -4.0369 0.31
H -4.1209 4.4817 -3.6784 0.37
H -3.6795 4.7918 -5.3898 0.35
H -1.7077 0.6864 -0.4974 -0.29
N 0.4077 -0.8311 2.6489 0.97
C -0.1434 -1.9463 3.1427 0.13
C -0.5333 -2.9961 2.3201 -1.32
C -0.1246 -3.2086 1.0075 0.42
C -0.3641 -2.0707 4.6204 -1.70
H -0.9769 -1.2467 5.0058 0.23
H 0.5930 -2.0617 5.1608 0.24
H -0.8750 -3.0172 4.8248 0.53
C -0.4754 -4.5457 0.4151 -1.74
H 0.3463 -5.2645 0.5386 0.32
H -0.7527 -4.5156 -0.6442 0.24
H -1.3183 -4.9510 0.9764 0.57
N 0.6515 -2.3737 0.3127 0.76
C 0.8695 0.2045 3.5248 0.24
C 0.0033 1.2719 3.8652 0.37
C -1.4500 1.2411 3.4770 -1.24
C 0.5354 2.3532 4.5636 -0.51
H -0.1502 3.1736 4.8361 0.43
C 1.8809 2.3613 4.9029 -1.12
H 2.2859 3.2292 5.4233 0.38
C 2.7205 1.2850 4.6091 -1.02
H 3.7717 1.2710 4.8969 0.44
C 2.2116 0.1726 3.9423 2.09
C 3.0471 -1.0404 3.6495 -1.23
C 1.4847 -2.9159 -0.7248 0.12
C 1.1108 -2.7954 -2.0756 1.19
C -0.1312 -2.0729 -2.4680 -1.32
C 1.8625 -3.4339 -3.0547 -0.87
H 1.5831 -3.3216 -4.0876 0.49
C 2.9724 -4.2193 -2.6920 -0.99
H 3.5776 -4.6763 -3.4589 0.43
C 3.2704 -4.3978 -1.3386 -1.01
H 4.1102 -5.0291 -1.0457 0.40
C 2.5304 -3.7846 -0.3404 1.22
C 2.8237 -4.0666 1.1026 -0.97
Mn 1.5342 -0.5596 0.9098 0.86
H -1.6931 1.9610 2.6731 0.37
H -2.0691 1.5072 4.3507 0.39
H -1.7587 0.2412 3.1451 -0.37
H 2.5121 -1.9899 3.8482 0.22
H 3.9417 -1.0283 4.2839 0.53
H 3.3878 -1.0870 2.5975 0.13
H -0.0844 -1.7670 -3.5210 0.41
H -0.2625 -1.1785 -1.8452 0.00
H -1.0256 -2.7114 -2.3560 0.23
H 2.9709 -3.1417 1.6745 -0.07
H 3.7498 -4.6460 1.1625 0.52
H 2.0365 -4.6452 1.6062 0.22
H -1.1574 -3.7740 2.7462 0.29
C -2.3194 1.4195 -0.9882 0.96
Si -3.5871 0.1008 -0.4234 0.44
H -2.0978 2.3834 -0.4711 0.50
H -2.0356 1.4924 -2.0532 -1.21
C -4.8190 1.2822 0.3116 -1.07
C -3.0848 -1.1590 0.9098 0.58
C -3.6670 -0.9826 -1.9538 -1.09
H -3.0762 -0.5828 -2.7846 0.20
H -4.7192 -1.0292 -2.2444 0.43
H -3.3107 -1.9956 -1.7450 0.27
H -4.4014 1.6995 1.2463 0.31
H -5.7797 0.8036 0.5310 0.34
H -4.9324 2.1014 -0.4096 0.28
H -2.4579 -0.7641 1.7166 -0.74
H -2.4956 -1.9942 0.5192 -0.21
H -3.9798 -1.5827 1.3695 0.53
N 4.5680 -0.6155 -0.0985 -0.86
C 3.4914 -0.6469 0.3688 0.07
```

3.
C34H57N3O2SSiV | ωB97M-V/def2-TZVPD

Properties
**DFT total energy**: -3275.99979 Ha
**Spin multiplicity**: 4

```
99
Properties=species:S:1:pos:R:3:mulliken_charge:R:1
O 2.1007 -0.9167 -3.4089 -0.57
O 3.6065 -2.6307 -2.8583 0.98
C 0.8910 -0.9775 -4.2511 0.17
C 0.9796 -0.2669 -5.5715 -1.41
H 0.0680 -0.6057 -3.6372 -0.04
H 0.7152 -2.0468 -4.4329 0.45
H 0.9408 0.8313 -5.4940 0.30
H 0.1222 -0.5528 -6.1965 0.49
H 1.8800 -0.5625 -6.1397 0.27
C 2.7966 0.3569 -3.3757 1.16
C 4.1039 0.1476 -4.0814 -1.14
H 2.9092 0.6025 -2.3185 -0.81
H 2.1958 1.1493 -3.8393 -0.01
H 4.7096 -0.6073 -3.5590 0.19
H 4.6713 1.0741 -4.1510 0.46
H 3.9342 -0.1602 -5.1211 0.17
C 4.7887 -2.5084 -1.8811 -1.17
C 3.5140 -3.8688 -3.6573 -0.28
C 4.3306 -1.6467 -0.7574 0.49
H 5.6519 -2.1514 -2.4419 0.35
H 4.9780 -3.5437 -1.5737 0.51
H 3.8813 -0.6978 -1.0730 -0.45
H 5.1711 -1.4208 -0.0900 0.59
H 3.5687 -2.1941 -0.1999 -0.57
C 4.2892 -3.6690 -4.9462 -1.22
H 2.4348 -4.0253 -3.7551 0.20
H 3.9285 -4.6291 -3.0119 0.44
H 3.9162 -2.8125 -5.5073 0.20
H 4.1672 -4.5357 -5.5963 0.46
H 5.3595 -3.5773 -4.7334 0.31
H 3.1269 -1.8380 -3.3425 0.19
N -0.2728 1.0055 0.4150 1.83
C -0.5499 1.7705 1.5192 1.41
C -0.4872 1.2442 2.8192 -2.28
C 0.1752 0.0880 3.2857 1.50
C -0.9741 3.1847 1.2545 -1.54
H -1.7627 3.2380 0.4870 0.21
H -0.1407 3.8166 0.9059 0.19
H -1.3750 3.6191 2.1771 0.47
C 0.5741 -0.0749 4.7196 -1.64
H 1.6304 -0.3584 4.8328 0.25
H -0.0269 -0.8501 5.2173 0.07
H 0.4133 0.8746 5.2358 0.55
N 0.3654 -0.9842 2.4866 2.09
C 0.0101 1.6403 -0.8502 -1.38
C -0.9753 1.7325 -1.8409 1.58
C -2.3507 1.1965 -1.6271 -1.63
C -0.6753 2.3534 -3.0563 -0.92
H -1.4182 2.3539 -3.8547 0.44
C 0.5584 2.9793 -3.2291 -0.54
H 0.7762 3.4844 -4.1727 0.45
C 1.5069 2.9539 -2.2107 -0.69
H 2.4907 3.4203 -2.3572 0.30
C 1.2628 2.2554 -1.0302 0.47
C 2.3117 2.1065 0.0282 -0.88
C 1.2377 -2.0652 2.9275 -0.87
C 0.7110 -3.2224 3.5350 0.25
C -0.7051 -3.2799 4.0266 -1.03
C 1.5351 -4.3335 3.7355 -0.63
H 1.0870 -5.2399 4.1370 0.44
C 2.8942 -4.2817 3.4425 -1.15
H 3.5228 -5.1649 3.5817 0.37
C 3.4474 -3.0779 3.0158 -0.92
H 4.5267 -2.9823 2.8637 0.38
C 2.6445 -1.9502 2.8101 1.30
C 3.2950 -0.6333 2.5192 -1.48
V -0.6451 -0.7904 0.8240 -1.01
H -2.4244 0.1577 -1.9821 0.15
H -3.0790 1.7692 -2.2158 0.49
H -2.6738 1.2292 -0.5768 0.29
H 2.6261 1.0533 0.1102 -0.16
H 1.9496 2.4370 1.0125 0.35
H 3.2036 2.6959 -0.2221 0.50
H -0.9656 -4.3220 4.2469 0.46
H -1.4411 -2.8747 3.3225 0.05
H -0.8223 -2.7245 4.9680 0.29
H 3.1204 0.0985 3.3193 0.38
H 2.9519 -0.1933 1.5772 -0.06
H 4.3805 -0.7716 2.4443 0.48
H -0.9131 1.8735 3.6003 0.22
C 0.4774 -1.8803 -0.0440 1.64
Si 0.2972 -3.7282 -0.4764 0.40
H 1.5428 -1.6707 0.1114 -1.35
H 0.1910 -1.2778 -0.9576 0.04
C -0.2257 -3.9634 -2.2529 -0.71
C -0.9363 -4.4328 0.7341 -0.78
C 1.9840 -4.5052 -0.1947 -0.57
H 1.9149 -5.3190 0.5399 0.55
H 2.7045 -3.7857 0.2092 -0.21
H 2.4223 -4.9208 -1.1109 0.29
H -1.2691 -3.6647 -2.4053 0.34
H -0.1456 -5.0135 -2.5656 0.32
H 0.3924 -3.3654 -2.9400 -0.41
H -1.9111 -3.9274 0.6283 0.21
H -0.5688 -4.2741 1.7572 0.02
H -1.0448 -5.5112 0.5423 0.45
S -2.7098 -1.5763 0.0831 -0.49
C -2.7109 -1.0980 1.7187 0.76
N -2.9005 -0.8105 2.8595 -0.62
```